1.
DFT (the ωB97M-V functional and the def2-TZVPD basis) results for 10 unconnected molecules or ions with the total composition C52H104N4O18S2 in a non-equilibrium geometry.

Calculated values
Frontier orbital gap (alpha / beta) in eV: 2.118 / 8.339
HOMO energy (alpha / beta) in hartree: -0.015 / -0.244
Total charge: -1
Spin multiplicity: 2
Total energy in eV: -120086.113

CARTESIAN COORDINATES (ANGSTROEM)
1 C 5.226 -7.024 -2.490
2 C 4.071 -6.623 -1.525
3 C 4.765 -6.136 -0.252
4 C 5.135 -4.632 -0.263
5 C 3.940 -3.757 -0.672
6 C 3.290 -4.171 -2.015
7 N 3.084 -5.656 -2.010
8 O 2.637 -6.043 -3.277
9 C 1.900 -3.577 -2.117
10 C 4.121 -3.490 -3.148
11 C 3.240 -7.836 -1.074
12 H 4.737 -7.581 -3.289
13 H 5.951 -7.650 -1.970
14 H 5.750 -6.162 -2.903
15 H 4.239 -6.305 0.688
16 H 5.731 -6.592 -0.033
17 H 5.940 -4.480 -0.982
18 H 5.565 -4.353 0.699
19 H 4.286 -2.724 -0.649
20 H 3.224 -3.781 0.150
21 H 1.756 -2.496 -2.135
22 H 1.611 -3.906 -3.115
23 H 1.161 -3.952 -1.409
24 H 3.660 -3.650 -4.123
25 H 4.250 -2.410 -3.081
26 H 5.116 -3.913 -3.285
27 H 3.775 -8.470 -0.368
28 H 3.027 -8.559 -1.862
29 H 2.372 -7.649 -0.442
30 H 1.867 -6.501 -2.933
31 C -7.828 -1.108 -1.943
32 C -6.673 -1.890 -1.630
33 C -6.011 -2.493 -2.912
34 C -5.161 -1.462 -3.640
35 C -3.992 -0.894 -2.783
36 C -4.588 -0.370 -1.475
37 N -5.669 -1.206 -0.823
38 O -6.101 -0.704 0.347
39 C -3.434 -0.153 -0.461
40 C -5.119 1.019 -1.844
41 C -7.160 -3.165 -0.822
42 H -8.561 -1.652 -2.539
43 H -7.615 -0.121 -2.353
44 H -8.352 -0.808 -1.035
45 H -5.341 -3.320 -2.678
46 H -6.713 -2.986 -3.585
47 H -5.792 -0.669 -4.040
48 H -4.830 -1.949 -4.557
49 H -3.492 -0.094 -3.329
50 H -3.268 -1.687 -2.594
51 H -2.626 0.452 -0.873
52 H -3.612 0.282 0.522
53 H -3.038 -1.158 -0.320
54 H -5.799 1.089 -2.694
55 H -5.597 1.445 -0.962
56 H -4.329 1.742 -2.046
57 H -8.031 -3.731 -1.151
58 H -7.577 -2.772 0.105
59 H -6.276 -3.786 -0.681
60 H -5.807 -1.375 0.967
61 C -3.214 6.688 -1.674
62 C -2.145 5.646 -2.198
63 C -0.794 6.428 -2.224
64 C 0.475 5.445 -2.445
65 C 0.463 4.350 -1.280
66 C -0.895 3.679 -1.093
67 N -2.091 4.647 -1.151
68 O -3.342 3.962 -0.985
69 C -0.907 2.578 -2.174
70 C -0.909 3.110 0.347
71 C -2.593 5.083 -3.617
72 H -3.397 7.417 -2.464
73 H -2.945 7.200 -0.751
74 H -4.168 6.198 -1.479
75 H -0.731 7.186 -3.004
76 H -0.644 6.958 -1.284
77 H 1.455 5.916 -2.367
78 H 0.334 5.074 -3.460
79 H 0.822 4.798 -0.353
80 H 1.315 3.717 -1.530
81 H -1.933 2.246 -2.338
82 H -0.496 2.861 -3.143
83 H -0.356 1.715 -1.801
84 H -1.001 3.943 1.044
85 H -1.756 2.487 0.635
86 H 0.011 2.565 0.563
87 H -2.688 5.769 -4.458
88 H -3.507 4.489 -3.615
89 H -1.772 4.496 -4.028
90 H -3.463 4.134 -0.048
91 C -3.270 3.586 6.761
92 C -2.369 2.393 6.297
93 C -1.131 2.548 7.206
94 C -0.120 1.406 7.078
95 C -0.904 0.225 7.568
96 C -2.148 -0.140 6.733
97 N -2.966 1.072 6.521
98 O -4.234 0.848 6.018
99 C -1.673 -0.838 5.432
100 C -2.900 -1.183 7.611
101 C -1.958 2.687 4.795
102 H -4.013 3.807 5.995
103 H -2.815 4.496 7.153
104 H -3.958 3.287 7.552
105 H -0.590 3.439 6.888
106 H -1.282 2.661 8.280
107 H 0.741 1.664 7.694
108 H 0.339 1.274 6.098
109 H -1.222 0.310 8.607
110 H -0.306 -0.686 7.536
111 H -2.567 -1.198 4.922
112 H -1.135 -0.135 4.797
113 H -1.112 -1.750 5.636
114 H -2.351 -2.113 7.756
115 H -3.177 -0.806 8.595
116 H -3.787 -1.636 7.168
117 H -2.763 2.934 4.103
118 H -1.410 1.814 4.442
119 H -1.261 3.525 4.803
120 H -4.012 0.954 5.090
121 C -0.089 -0.637 -3.806
122 S 0.970 -0.318 -5.289
123 O 1.459 1.119 -5.034
124 C 2.348 -1.567 -5.109
125 H -0.889 0.096 -3.911
126 H 0.496 -0.433 -2.909
127 H -0.532 -1.632 -3.822
128 H 2.992 -1.312 -4.267
129 H 2.960 -1.405 -5.996
130 H 2.089 -2.626 -5.144
131 C 0.706 -0.272 2.518
132 S 1.186 -1.257 1.040
133 O -0.137 -1.328 0.312
134 C 2.120 -0.070 0.022
135 H 0.295 0.706 2.265
136 H 1.493 -0.091 3.249
137 H -0.096 -0.773 3.058
138 H 2.066 -0.351 -1.030
139 H 3.158 0.047 0.334
140 H 1.541 0.850 0.101
141 C 3.995 1.816 3.645
142 C 4.339 3.221 4.069
143 O 3.158 3.867 4.002
144 C 2.370 3.194 3.167
145 O 1.406 3.660 2.571
146 O 2.863 2.058 2.815
147 H 3.716 1.236 4.525
148 H 4.766 1.316 3.060
149 H 5.055 3.597 3.338
150 H 4.786 3.246 5.063
151 C -1.183 -5.720 -0.909
152 C -1.671 -4.357 -0.982
153 O -1.401 -3.946 -2.281
154 C -1.014 -4.988 -3.057
155 O -0.883 -4.968 -4.282
156 O -0.918 -6.125 -2.251
157 H -1.968 -6.335 -0.469
158 H -0.272 -5.740 -0.310
159 H -1.072 -3.634 -0.428
160 H -2.730 -4.236 -0.755
161 C 3.568 3.561 -3.320
162 C 3.458 2.210 -2.575
163 O 4.169 1.296 -3.344
164 C 4.677 1.940 -4.443
165 O 5.275 1.413 -5.318
166 O 4.304 3.237 -4.493
167 H 4.058 4.254 -2.637
168 H 2.656 3.846 -3.845
169 H 2.432 1.899 -2.381
170 H 3.870 2.310 -1.570
171 C 6.390 1.765 0.570
172 C 7.290 2.582 1.446
173 O 7.267 3.830 0.859
174 C 6.721 3.743 -0.396
175 O 6.697 4.697 -1.218
176 O 6.366 2.537 -0.618
177 H 5.393 1.683 1.002
178 H 6.849 0.799 0.356
179 H 8.313 2.243 1.285
180 H 6.954 2.619 2.482



2.
DFT (the ωB97M-V functional and the def2-TZVPD basis) results for 2 unconnected molecules or ions with the total composition C4H13N3O in a non-equilibrium geometry.

Calculated values
Frontier orbital gap in eV: 9.515
Energy relative to the best compared isomer or geometry (same formula, charge and spin) in kcal/mol: 72.4
HOMO energy in hartree: -0.312
SMILES string: C/C=N/O.CC(N)N
Total energy in eV: -10874.537

CARTESIAN COORDINATES (ANGSTROEM)
1 C -0.154 2.567 0.576
2 C -1.122 1.449 0.795
3 N -2.140 1.301 -0.010
4 O -2.982 0.306 0.519
5 H 0.677 2.473 1.279
6 H -0.660 3.525 0.716
7 H 0.240 2.513 -0.443
8 H -0.997 0.829 1.697
9 H -3.722 0.302 -0.114
10 C -0.030 -2.198 -0.013
11 C 0.622 -0.899 -0.464
12 N 1.259 -1.050 -1.736
13 N 1.653 -0.469 0.436
14 H -0.851 -2.473 -0.684
15 H -0.447 -2.092 0.994
16 H 0.685 -3.030 0.002
17 H -0.208 -0.126 -0.557
18 H 2.021 -1.716 -1.676
19 H 1.646 -0.163 -2.043
20 H 2.232 -1.250 0.730
21 H 2.278 0.200 -0.002



3.
DFT (the ωB97M-V functional and the def2-TZVPD basis) results for 2 unconnected molecules or ions with the total composition C39H50BClO2S in a non-equilibrium geometry.

Calculated values
Frontier orbital gap in eV: 5.862
Energy relative to the best compared isomer or geometry (same formula, charge and spin) in kcal/mol: 0.0
HOMO energy in hartree: -0.284
Total energy in eV: -69384.098

CARTESIAN COORDINATES (ANGSTROEM)
1 C -4.797 2.680 4.681
2 C -4.131 1.834 3.641
3 C -3.379 0.715 4.004
4 C -2.833 -0.146 3.050
5 C -2.083 -1.346 3.572
6 C -3.023 0.135 1.682
7 C -2.534 -0.802 0.589
8 C -3.344 -2.103 0.521
9 C -1.018 -1.039 0.647
10 C -0.219 0.185 0.496
11 C 0.696 0.565 1.514
12 C 0.771 1.950 1.890
13 C -0.170 2.931 1.255
14 C 1.750 2.358 2.786
15 C 2.657 1.454 3.351
16 C 3.774 1.951 4.213
17 C 2.524 0.094 3.054
18 C 1.568 -0.380 2.161
19 C 1.581 -1.835 1.799
20 C -3.739 1.290 1.306
21 C -3.968 1.662 -0.138
22 C -4.281 2.117 2.284
23 H -5.220 3.574 4.217
24 H -5.612 2.132 5.169
25 H -4.092 2.984 5.463
26 H -3.243 0.470 5.060
27 H -2.258 -2.252 2.985
28 H -0.998 -1.166 3.657
29 H -2.432 -1.564 4.593
30 H -2.714 -0.314 -0.369
31 H -4.405 -1.854 0.377
32 H -3.037 -2.737 -0.324
33 H -3.261 -2.693 1.438
34 H -0.785 -1.531 1.592
35 H -0.713 -1.739 -0.137
36 H -0.679 0.998 -0.061
37 H -0.028 3.930 1.680
38 H -0.005 3.022 0.167
39 H -1.221 2.644 1.426
40 H 1.827 3.419 3.017
41 H 4.087 1.183 4.930
42 H 4.653 2.209 3.601
43 H 3.479 2.848 4.765
44 H 3.221 -0.612 3.518
45 H 2.596 -2.259 1.872
46 H 0.942 -2.449 2.460
47 H 1.265 -1.978 0.760
48 H -4.598 2.561 -0.176
49 H -3.038 1.904 -0.673
50 H -4.498 0.873 -0.692
51 H -4.865 2.986 1.973
52 C -0.534 3.257 -4.919
53 C -0.429 2.266 -3.836
54 C -1.462 1.510 -3.318
55 C -1.008 0.522 -2.369
56 C 0.337 0.594 -2.038
57 B 1.638 -0.677 -1.864
58 C 2.884 -0.079 -0.959
59 C 3.966 -0.915 -0.703
60 C 5.093 -0.420 -0.024
61 C 5.136 0.919 0.378
62 Cl 6.471 1.509 1.298
63 C 4.082 1.784 0.049
64 C 2.942 1.242 -0.570
65 O 0.940 -1.806 -1.363
66 C 0.693 -2.723 -2.421
67 C 1.112 -4.086 -1.894
68 C -0.788 -2.783 -2.733
69 C 1.556 -2.140 -3.654
70 C 2.630 -3.100 -4.134
71 C 0.727 -1.734 -4.861
72 O 2.177 -0.962 -3.165
73 S 1.063 1.818 -3.123
74 H -1.524 3.720 -4.867
75 H 0.245 4.019 -4.830
76 H -0.438 2.766 -5.896
77 H -2.499 1.664 -3.623
78 H -1.726 -0.116 -1.872
79 H 3.960 -1.953 -1.035
80 H 5.941 -1.061 0.206
81 H 4.148 2.836 0.296
82 H 2.094 1.897 -0.763
83 H 0.944 -4.848 -2.663
84 H 2.160 -4.095 -1.578
85 H 0.496 -4.341 -1.022
86 H -0.963 -3.524 -3.525
87 H -1.352 -3.101 -1.846
88 H -1.177 -1.816 -3.063
89 H 2.147 -4.003 -4.520
90 H 3.204 -2.637 -4.944
91 H 3.332 -3.369 -3.338
92 H 0.180 -2.600 -5.257
93 H 0.034 -0.918 -4.631
94 H 1.398 -1.377 -5.653



Among the records above, which one has the lowest total energy?
C52H104N4O18S2



The lowest total energy belongs to which entry?
C52H104N4O18S2



Number 2 is which compound?
C4H13N3O